i | Formula: C6H10
Source: the Open Molecules 2025 dataset
Level of theory: the ωB97M-V functional and the def2-TZVPD basis

Values from the calculation:
* highest occupied orbital energy: -9.110 eV
* Kohn-Sham gap: 0.376 Ha
* E_LUMO: 1.12 eV
* SMILES: C=CC=C.C=C

Each line ends with the Mulliken charge.
CARTESIAN COORDINATES (ANGSTROEM)
C  0.925  0.787  -1.777  -0.71
C  -0.045  -1.262  -0.816  0.01
C  0.792  -1.560  0.177  -0.89
C  -0.741  0.269  1.968  -0.56
C  -0.840  1.346  1.199  -0.47
C  -0.142  0.057  -1.459  -0.19
H  1.926  0.430  -1.546  0.27
H  0.832  1.733  -2.300  0.27
H  -0.718  -2.026  -1.203  0.30
H  0.847  -2.562  0.592  0.27
H  1.437  -0.804  0.621  0.29
H  0.148  0.066  2.561  0.29
H  -1.528  -0.480  2.014  0.25
H  -0.033  2.069  1.114  0.23
H  -1.724  1.531  0.592  0.24
H  -1.137  0.408  -1.739  0.40



ii | Formula: C6H10
Source: the Open Molecules 2025 dataset
Level of theory: the ωB97M-V functional and the def2-TZVPD basis

Values from the calculation:
* highest occupied orbital energy: -8.826 eV
* Kohn-Sham gap: 0.359 Ha
* E_LUMO: 0.93 eV
* SMILES: C#CCC(C)C

Each line ends with the Mulliken charge.
CARTESIAN COORDINATES (ANGSTROEM)
C  0.229  -1.420  -0.375  -1.49
C  0.058  -0.369  0.723  0.76
C  1.450  0.146  1.174  -1.34
C  -0.861  0.839  0.300  -0.61
C  -0.904  1.216  -1.066  -0.30
C  -1.034  1.220  -2.283  -0.25
H  0.867  -2.244  -0.031  0.42
H  0.693  -0.982  -1.265  0.34
H  -0.738  -1.837  -0.670  0.34
H  -0.400  -0.842  1.601  0.21
H  1.380  0.886  1.979  0.38
H  2.068  -0.684  1.552  0.37
H  1.997  0.603  0.341  0.31
H  -2.020  0.928  -0.135  0.17
H  -0.949  1.563  1.105  0.43
H  -1.836  0.977  -2.949  0.27



iii | Formula: C6H10
Source: the Open Molecules 2025 dataset
Level of theory: the ωB97M-V functional and the def2-TZVPD basis

Values from the calculation:
* highest occupied orbital energy: -9.098 eV
* Kohn-Sham gap: 0.380 Ha
* E_LUMO: 1.25 eV
* SMILES: C=CC/C=C/C

Each line ends with the Mulliken charge.
CARTESIAN COORDINATES (ANGSTROEM)
C  1.059  1.546  -0.803  -0.13
C  2.146  2.105  -0.288  -0.85
C  0.829  0.030  -0.843  -0.25
C  -0.591  -0.285  -0.426  -0.17
C  -0.956  -1.394  0.200  -0.34
C  -2.031  -1.601  1.222  -1.11
H  0.207  2.161  -1.083  0.27
H  2.167  3.189  -0.257  0.26
H  3.088  1.596  -0.132  0.28
H  1.462  -0.276  -0.015  0.31
H  1.101  -0.353  -1.827  0.28
H  -1.320  0.517  -0.533  0.28
H  -0.231  -2.211  0.244  0.28
H  -2.819  -0.852  1.269  0.34
H  -1.572  -1.617  2.211  0.26
H  -2.539  -2.557  1.060  0.31



iv | Formula: C6H10
Source: the Open Molecules 2025 dataset
Level of theory: the ωB97M-V functional and the def2-TZVPD basis

Values from the calculation:
* highest occupied orbital energy (spin up / spin down): -8.371 / -8.017 eV
* Kohn-Sham gap (spin up / spin down): 0.308 / 0.308 Ha
* E_LUMO (spin up / spin down): 0.01 / 0.37 eV

Each line ends with the Mulliken charge.
CARTESIAN COORDINATES (ANGSTROEM)
C  0.359  -2.254  -0.393  -1.12
C  -0.752  -1.312  -0.863  -0.41
C  -0.730  -0.016  -0.167  -0.15
C  -1.131  0.982  0.462  0.35
C  -0.893  2.184  1.061  -0.72
C  1.356  1.344  0.169  -0.87
H  1.337  -1.792  -0.560  0.32
H  0.264  -2.464  0.677  0.30
H  0.317  -3.202  -0.937  0.35
H  -0.659  -1.141  -1.942  0.24
H  -1.732  -1.782  -0.705  0.25
H  -0.808  2.254  2.142  0.29
H  -1.122  3.110  0.540  0.29
H  0.719  1.761  -0.581  0.29
H  2.433  1.463  0.024  0.25
H  1.041  0.866  1.073  0.32



Stability, highest: iii